No. 1
{"formula": "C50H47Cl8F7O2", "method": "ωB97M-V/def2-TZVPD", "elements": ["C", "Cl", "Cl", "Cl", "Cl", "C", "Cl", "Cl", "Cl", "Cl", "C", "C", "O", "C", "H", "H", "H", "H", "H", "H", "C", "C", "O", "C", "H", "H", "H", "H", "H", "H", "F", "C", "C", "C", "C", "C", "C", "H", "H", "H", "H", "H", "F", "C", "C", "C", "C", "C", "C", "H", "H", "H", "H", "H", "F", "C", "C", "C", "C", "C", "C", "H", "H", "H", "H", "H", "F", "C", "C", "C", "C", "C", "C", "H", "H", "H", "H", "H", "F", "C", "C", "C", "C", "C", "C", "H", "H", "H", "H", "H", "F", "C", "C", "C", "C", "C", "C", "H", "H", "H", "H", "H", "F", "C", "C", "C", "C", "C", "C", "H", "H", "H", "H", "H"], "coordinates": [[0.736804, -0.818010, -9.141999], [-0.373996, 0.335330, -9.869609], [-0.244336, -2.389340, -8.923419], [2.109794, -0.966160, -10.171019], [1.309404, -0.167790, -7.603699], [-1.074706, 6.071640, -5.799729], [-0.183006, 7.636380, -6.043639], [-2.743266, 6.434800, -5.879239], [-0.863026, 4.872040, -7.095149], [-0.599566, 5.257550, -4.221029], [7.288394, -0.567760, 4.518261], [7.166554, -1.750050, 3.527981], [6.185624, -1.915300, 2.807271], [8.239404, -2.829390, 3.359871], [7.321584, -0.911620, 5.552071], [6.421224, 0.046230, 4.275061], [8.235764, -0.071020, 4.308921], [9.086124, -2.503750, 3.964131], [8.640274, -3.033690, 2.367071], [7.859114, -3.722610, 3.855481], [4.844194, -5.383820, -0.785479], [5.864004, -5.690690, -1.893559], [6.190594, -4.844730, -2.740889], [6.335864, -7.109860, -2.085019], [3.820024, -5.681130, -1.010869], [4.913444, -4.306760, -0.633019], [5.159804, -5.890870, 0.126321], [5.794454, -7.825810, -1.466629], [7.388754, -7.254200, -1.842749], [6.131364, -7.478000, -3.090379], [-1.345676, 2.307920, 0.160781], [-0.330946, 1.518210, -0.318529], [-0.393016, 1.052440, -1.639669], [0.620554, 0.104480, -2.031649], [1.628074, -0.256780, -1.173839], [1.713904, 0.308060, 0.172931], [0.710424, 1.220090, 0.570631], [-1.099936, 1.512090, -2.314489], [0.477634, -0.351610, -3.000129], [2.366034, -0.999710, -1.438109], [2.515314, -0.053220, 0.800311], [0.686154, 1.598740, 1.581781], [-9.712946, 3.077850, -1.479589], [-8.397876, 3.313940, -1.679319], [-7.978046, 3.596100, -2.971299], [-6.610146, 3.723900, -3.294339], [-5.694126, 3.707250, -2.210479], [-6.103526, 3.499060, -0.913979], [-7.454286, 3.243440, -0.646869], [-8.794186, 3.485790, -3.669969], [-6.168466, 3.905490, -4.263029], [-4.633556, 3.874250, -2.327539], [-5.420176, 3.389220, -0.084899], [-7.973896, 2.977820, 0.261891], [1.133504, 6.178320, 6.615941], [2.394584, 5.958440, 6.093661], [3.543584, 6.485430, 6.662751], [4.751594, 6.306680, 5.968911], [4.837634, 5.726510, 4.712081], [3.641804, 5.244950, 4.151311], [2.444654, 5.310500, 4.829281], [3.554244, 7.057090, 7.578991], [5.636224, 6.771800, 6.378181], [5.786754, 5.640350, 4.203991], [3.727514, 4.814440, 3.164541], [1.517294, 4.958010, 4.402491], [-3.387026, -0.075680, -6.121859], [-4.699236, 0.204850, -6.449939], [-4.943576, 1.306240, -7.243479], [-6.265646, 1.615540, -7.451679], [-7.310326, 0.901590, -6.876949], [-7.073706, -0.232750, -6.118739], [-5.703266, -0.505260, -5.895939], [-4.059456, 1.744450, -7.682459], [-6.531856, 2.406120, -8.137619], [-8.303636, 1.313160, -6.978699], [-7.851716, -0.738050, -5.565759], [-5.388866, -1.219130, -5.148989], [-0.231766, -4.100250, 8.093251], [0.356844, -3.107260, 7.370631], [0.559924, -1.957660, 8.016421], [1.033454, -0.806230, 7.425821], [1.441294, -0.875700, 6.066001], [1.143124, -2.040040, 5.383731], [0.620974, -3.165830, 6.026291], [0.248164, -1.862600, 9.046061], [1.140964, 0.071160, 8.046331], [1.845924, -0.024240, 5.539051], [1.270024, -2.051740, 4.311271], [0.524574, -4.166570, 5.631781], [-3.421506, 4.002170, 4.385951], [-3.556776, 2.944460, 5.172511], [-2.981426, 1.687870, 4.946701], [-3.119416, 0.607030, 5.851681], [-3.797156, 0.812680, 7.023741], [-4.496226, 1.999770, 7.243521], [-4.360916, 3.079560, 6.292341], [-2.346926, 1.582320, 4.079151], [-2.565596, -0.302770, 5.672931], [-3.853706, -0.017430, 7.712311], [-5.055456, 2.070670, 8.164731], [-4.917776, 4.000450, 6.383291], [2.313424, -8.291870, -4.455529], [1.564724, -7.164510, -4.524909], [2.195624, -5.964790, -4.900659], [1.349704, -4.856070, -4.921159], [-0.026656, -4.977370, -4.727699], [-0.600716, -6.132860, -4.332719], [0.198504, -7.262270, -4.214059], [3.240204, -5.894030, -5.165669], [1.691654, -3.870940, -5.202209], [-0.573146, -4.047930, -4.790059], [-1.677486, -6.147830, -4.250529], [-0.175436, -8.239430, -3.946229]], "forces_ev_per_a": [[-1.1, -0.3, 0.4], [-0.3, 0.2, -0.1], [1.3, 1.2, -0.1], [0.5, -0.7, -0.5], [-0.3, -0.4, 0.3], [0.8, -0.4, 0.2], [-0.1, -1.3, 0.2], [-1.4, 0.5, 0.7], [0.9, 0.2, 0.0], [-0.3, 0.9, -1.1], [0.0, -1.1, -1.3], [-1.0, -1.1, -1.8], [0.6, 1.0, 1.1], [0.9, 1.1, 1.8], [-0.2, 0.0, 0.0], [0.2, 0.2, 0.5], [-0.1, 0.2, 0.0], [0.4, -0.2, 0.1], [-0.7, 0.2, -0.1], [0.0, -0.2, -0.3], [1.4, 0.4, -0.1], [-0.5, 1.0, -2.3], [-0.6, -1.3, 2.1], [-0.3, -0.9, 0.5], [0.1, -0.1, -0.3], [-0.3, 0.0, 0.1], [-0.1, 0.0, 0.1], [-0.1, 0.2, 0.4], [0.1, 0.3, -0.2], [0.3, 0.5, -0.2], [0.7, -0.3, -0.4], [0.0, -0.1, -0.5], [1.7, -0.2, 1.3], [-1.7, 1.3, 0.3], [0.3, 0.7, 2.4], [-1.5, 0.0, -2.5], [0.6, -1.3, -0.4], [-0.3, -0.5, -0.1], [0.4, 0.0, -0.2], [0.0, 0.0, -0.2], [-0.1, 0.3, 0.3], [-0.1, 0.2, 0.0], [0.4, 0.1, 0.3], [2.0, 0.4, -0.3], [0.1, -0.8, -0.6], [0.1, 0.3, 2.1], [-0.3, 0.2, -0.6], [-1.4, -0.9, 0.7], [-1.8, 0.1, -0.7], [0.2, 0.4, -0.7], [-0.6, -0.1, -0.3], [0.1, 0.0, -0.5], [0.3, 0.3, -0.1], [0.9, 0.0, 0.8], [1.5, -0.3, -0.1], [-0.4, 0.0, -1.2], [-0.1, -0.4, -0.4], [0.1, 0.5, -0.2], [-1.2, -0.1, 0.7], [1.0, -0.2, 0.0], [-0.2, 0.8, 1.1], [-0.3, -0.1, 0.1], [0.1, -0.1, 0.2], [-0.1, 0.0, -0.1], [-0.4, -0.2, -0.1], [0.0, 0.0, -0.1], [-1.1, 0.0, -0.3], [1.1, 0.9, 0.0], [0.6, -0.9, -0.1], [-0.2, 0.5, -0.7], [-0.4, -0.1, 0.2], [1.7, 1.1, 0.2], [-1.1, -1.5, 1.3], [-0.3, 0.6, -0.2], [0.1, 0.3, 0.1], [-0.2, -0.2, -0.2], [0.0, -0.2, -0.2], [-0.2, -0.5, -0.1], [0.5, -0.1, -0.8], [-0.6, -0.6, -0.4], [-0.3, 2.5, 2.3], [1.2, -0.4, -1.4], [-1.2, 0.2, 1.3], [0.0, -0.4, -0.3], [0.3, -1.0, 0.3], [0.0, -0.3, 0.2], [0.1, 0.2, -0.2], [0.0, 0.1, 0.1], [0.3, -0.3, -0.1], [-0.2, 0.2, -0.9], [0.4, 0.1, -0.7], [-0.7, -2.1, 1.8], [0.5, 0.1, -0.3], [0.8, 1.8, -1.1], [-0.9, -0.1, 0.2], [1.0, 1.0, -1.4], [-0.6, -1.2, 1.3], [0.0, -0.1, -0.2], [-0.1, -0.1, -0.1], [-0.1, 0.1, 0.3], [-0.2, 0.4, -0.1], [0.0, 0.1, 0.3], [-0.1, 0.1, 0.0], [-0.2, 0.5, 0.0], [-1.3, -0.3, 0.5], [-0.1, -0.3, -0.6], [1.2, 2.0, 0.2], [-0.5, -1.2, -0.3], [1.1, -0.2, -0.3], [0.0, -0.2, 0.2], [0.4, 0.0, 0.0], [-0.4, -0.1, -0.1], [0.0, -0.4, 0.4], [-0.1, 0.0, 0.1]], "e_lumo_ev": -0.06, "gap_ev": 9.143, "multiplicity": 1, "charge": 0, "homo_ev": -9.2}

***

No. 2
{"formula": "C50H47FInN9O3PS", "method": "ωB97M-V/def2-TZVPD", "elements": ["In", "N", "C", "S", "N", "N", "C", "C", "C", "C", "C", "C", "C", "C", "C", "C", "C", "C", "N", "H", "H", "H", "H", "H", "H", "H", "H", "H", "H", "H", "F", "C", "C", "C", "C", "O", "C", "C", "N", "C", "C", "C", "C", "C", "C", "N", "C", "C", "N", "C", "C", "C", "O", "O", "H", "H", "H", "H", "H", "H", "H", "H", "H", "H", "H", "H", "H", "H", "H", "H", "H", "H", "C", "C", "N", "H", "H", "H", "N", "P", "C", "C", "C", "C", "C", "C", "C", "C", "C", "C", "C", "C", "C", "C", "C", "C", "C", "C", "H", "H", "H", "H", "H", "H", "H", "H", "H", "H", "H", "H", "H", "H", "H"], "coordinates": [[-0.061479, 0.237823, 0.507787], [3.958202, -0.972911, -0.377063], [2.909251, -0.227529, 0.023768], [2.095694, -0.705418, 1.484734], [2.693210, 0.885075, -0.627752], [1.592414, 1.564430, -0.324107], [1.466344, 2.823984, -0.545079], [2.531293, 3.662821, -1.136797], [3.199462, 3.255685, -2.289814], [4.199269, 4.046898, -2.830869], [4.553961, 5.240896, -2.220309], [3.898224, 5.648669, -1.068197], [2.888057, 4.867815, -0.531492], [0.198670, 3.437165, -0.106976], [-0.242597, 4.660799, -0.606920], [-1.440491, 5.177338, -0.142606], [-2.158310, 4.464406, 0.805538], [-1.650776, 3.250868, 1.242455], [-0.503452, 2.756075, 0.801837], [4.001075, -1.915361, -0.032649], [4.231595, -0.844020, -1.338980], [2.918803, 2.324226, -2.760086], [4.708388, 3.727645, -3.730604], [5.342562, 5.852623, -2.637966], [4.174999, 6.574613, -0.581504], [2.385111, 5.180024, 0.375121], [0.335453, 5.180511, -1.356645], [-1.809328, 6.121792, -0.520400], [-3.094493, 4.838369, 1.195473], [-2.179848, 2.637966, 1.959550], [-1.895938, -6.751314, 3.775970], [-1.472680, -6.512119, 2.509971], [-0.950550, -5.287297, 2.200770], [-0.480698, -5.033237, 0.912592], [-0.082905, -3.654746, 0.547850], [-0.195649, -2.741653, 1.360768], [0.426355, -3.524191, -0.792830], [0.531600, -4.613388, -1.587087], [0.112477, -5.866496, -1.257896], [0.254662, -6.928562, -2.219760], [1.591327, -7.111342, -2.871564], [1.102492, -8.118718, -1.877461], [-0.458708, -6.079776, -0.024821], [-1.062245, -7.301162, 0.299800], [-1.614560, -7.514824, 1.547091], [-2.370489, -8.700856, 1.780960], [-1.654044, -9.940438, 1.997244], [-2.577568, -11.104920, 1.657462], [-3.817213, -11.004955, 2.493454], [-4.507002, -9.692983, 2.267644], [-3.524156, -8.597634, 2.652476], [0.880577, -2.201114, -1.420084], [1.864800, -2.299080, -2.142479], [0.207366, -1.117412, -1.245215], [-0.901121, -4.502283, 2.944343], [0.961246, -4.499504, -2.573280], [-0.631691, -7.094201, -2.824086], [2.390378, -6.448770, -2.568878], [1.616798, -7.368809, -3.920291], [1.574966, -8.143526, -0.904790], [0.788247, -9.090885, -2.232324], [-1.131248, -8.084920, -0.441690], [-1.310134, -10.039796, 3.041720], [-0.779913, -9.977290, 1.349557], [-2.092685, -12.060320, 1.851836], [-2.875462, -11.048162, 0.612088], [-3.541070, -11.042193, 3.478759], [-4.442586, -11.787891, 2.303033], [-5.410739, -9.646724, 2.873650], [-4.770185, -9.619349, 1.214042], [-3.272836, -8.702696, 3.719582], [-3.985928, -7.623373, 2.515506], [-3.405515, 0.777414, -2.769694], [-2.147535, 1.061215, -2.114578], [-1.155511, 1.308689, -1.598260], [-3.372151, -0.209524, -3.228636], [-3.597792, 1.525594, -3.537167], [-4.202724, 0.804182, -2.026711], [-2.007488, 0.346978, 1.136701], [-3.010382, -0.562049, 1.869443], [-4.420133, 0.554602, 2.199229], [-5.519733, 0.651994, 1.355013], [-6.466528, 1.647667, 1.554789], [-6.310035, 2.560972, 2.585349], [-5.206381, 2.478024, 3.424976], [-4.261794, 1.485041, 3.226017], [-2.716642, -1.261328, 3.541083], [-3.778373, -1.499029, 4.414335], [-3.533341, -1.943973, 5.703908], [-2.228719, -2.138519, 6.137029], [-1.168964, -1.896948, 5.276014], [-1.412092, -1.450834, 3.985156], [-3.826868, -1.897068, 0.897292], [-4.872866, -2.684479, 1.365208], [-5.486441, -3.594005, 0.516859], [-5.028133, -3.767147, -0.781103], [-3.972432, -2.995268, -1.245712], [-3.394124, -2.045529, -0.417347], [-5.633345, -0.058965, 0.544966], [-7.327128, 1.711507, 0.900982], [-7.046184, 3.339895, 2.734457], [-5.085509, 3.189708, 4.231600], [-3.391067, 1.416204, 3.868546], [-4.797550, -1.308159, 4.102678], [-4.362096, -2.128610, 6.375484], [-2.043040, -2.459773, 7.153819], [-0.151466, -2.050026, 5.611172], [-0.592671, -1.247260, 3.309384], [-5.230723, -2.575606, 2.380421], [-6.347290, -4.153931, 0.864444], [-5.513681, -4.480548, -1.435676], [-3.610224, -3.128825, -2.257994], [-2.581186, -1.414025, -0.762388]], "forces_ev_per_a": [[0.0, -0.2, -0.2], [0.2, -0.1, -0.1], [0.0, 0.8, 0.5], [-0.4, 0.0, 0.1], [0.8, -0.1, -0.9], [-0.8, -0.1, 0.5], [0.5, -0.3, 0.0], [0.1, 0.1, -0.1], [-0.1, 0.0, 0.0], [0.0, 0.0, 0.0], [0.0, 0.0, 0.0], [0.0, 0.0, 0.0], [0.0, -0.1, 0.0], [-0.3, 0.3, 0.2], [0.1, -0.1, 0.0], [0.0, -0.1, 0.0], [0.0, 0.1, 0.0], [-0.1, 0.1, 0.1], [0.2, 0.0, -0.1], [-0.1, 0.0, 0.0], [0.0, 0.0, 0.0], [0.1, 0.0, 0.0], [0.0, 0.0, 0.0], [0.0, 0.0, 0.0], [0.0, 0.0, 0.0], [0.0, 0.0, 0.0], [0.0, 0.0, 0.0], [0.0, 0.0, 0.0], [0.0, 0.0, 0.0], [0.0, 0.0, -0.1], [0.0, -0.1, 0.0], [0.0, 0.1, 0.0], [0.0, 0.0, 0.0], [-0.1, -0.3, 0.0], [-0.1, 0.2, 0.2], [-0.3, -0.1, -0.1], [-0.2, 0.6, -0.1], [-0.1, 0.2, 0.0], [0.2, 0.0, -0.1], [-0.1, 0.0, -0.1], [0.1, 0.1, -0.1], [0.1, -0.1, 0.1], [-0.1, 0.0, 0.4], [0.0, -0.1, -0.1], [0.0, 0.1, 0.0], [0.1, -0.1, 0.2], [-0.2, 0.1, 0.0], [0.6, 0.0, -0.2], [0.0, 0.0, -0.1], [-0.1, 0.6, 0.1], [0.0, -0.1, -0.2], [0.3, 0.1, -0.1], [0.1, 0.0, -0.2], [-0.3, -0.4, 0.7], [-0.1, 0.1, 0.0], [0.0, -0.1, 0.0], [0.0, 0.0, 0.0], [0.0, 0.0, 0.1], [-0.1, -0.1, 0.0], [0.0, 0.1, 0.0], [-0.1, 0.0, -0.1], [-0.1, 0.0, 0.0], [0.1, 0.0, 0.0], [0.0, -0.1, 0.0], [-0.1, 0.0, 0.1], [-0.1, 0.0, 0.0], [-0.1, -0.2, 0.0], [0.0, 0.0, 0.1], [0.0, -0.2, 0.1], [0.0, -0.1, 0.0], [0.0, 0.1, 0.0], [-0.1, 0.0, 0.0], [-0.2, -0.1, 0.0], [0.3, 0.2, 0.0], [-0.2, -0.1, -0.2], [0.0, 0.0, 0.0], [0.0, 0.0, 0.0], [0.0, 0.0, 0.0], [1.1, -0.8, 0.0], [-1.2, 0.3, 0.2], [0.1, 0.0, 0.1], [0.1, -0.1, 0.1], [0.0, 0.0, -0.1], [0.0, 0.0, 0.0], [0.0, 0.0, 0.0], [-0.1, -0.1, 0.0], [0.2, 0.2, -0.2], [0.1, -0.1, 0.0], [0.0, 0.0, 0.0], [0.0, 0.0, 0.0], [0.0, 0.0, 0.0], [-0.1, 0.0, -0.1], [0.5, 0.1, 0.0], [0.0, 0.0, 0.0], [-0.1, -0.1, 0.1], [0.0, 0.1, -0.1], [-0.1, -0.1, -0.1], [0.2, 0.0, 0.2], [-0.1, 0.0, 0.0], [0.0, 0.0, 0.0], [0.0, 0.0, 0.0], [0.0, 0.0, 0.0], [0.0, 0.1, 0.1], [0.0, 0.0, 0.0], [0.0, 0.0, 0.0], [0.0, 0.0, 0.0], [0.0, 0.0, 0.0], [0.1, 0.0, 0.0], [0.0, 0.0, 0.0], [0.1, -0.1, 0.0], [0.0, 0.0, 0.0], [0.0, 0.0, 0.0], [0.1, -0.1, 0.0]], "e_lumo_ev": -3.12, "gap_ev": 5.628, "multiplicity": 1, "charge": 1, "relative_energy_kcal_mol": 12.81, "homo_ev": -8.7}